(1)
# CH3Br3N

A structure of composition CH3Br3N (wB97M-V/def2-TZVPD, the OMol25 dataset).

Structure (XYZ):
```
8
Properties=species:S:1:pos:R:3:nbo_charge:R:1
C -0.535 1.381 0.150 -0.3478
N 0.508 -1.237 -0.268 -1.0720
Br 0.444 1.982 -1.317 0.4349
Br 0.148 1.545 1.861 0.4114
Br -2.289 0.848 -0.033 0.4300
H -0.200 -1.855 -0.637 0.3895
H 1.453 -1.504 -0.495 0.3918
H 0.471 -1.160 0.738 0.3622
```

Properties
net charge: +1
energy: -7816.35138 Eh
frontier orbital gap: 7.155 eV
HOMO energy: -14.306 eV
energy relative to the best compared isomer or geometry (same formula, charge and spin): 1.2626 eV

***

(2)
# CH3BrCl2OSi

A cluster of 2 separate species, CH3BrCl2OSi in total (wB97M-V/def2-TZVPD, the OMol25 dataset).

Structure (XYZ):
```
9
Properties=species:S:1:pos:R:3:nbo_charge:R:1
C -1.426 -0.117 -0.297 -0.2378
O -0.330 0.756 -0.061 -0.9408
Si 1.216 0.400 0.042 1.6741
Cl 1.279 -1.722 1.982 -0.5939
Cl 1.873 -0.641 -1.481 -0.3051
Br 2.140 2.227 0.722 -0.1982
H -0.884 -1.128 -0.174 0.2009
H -1.731 0.049 -1.271 0.1883
H -2.137 0.176 0.538 0.2124
```

Properties
net charge: 0
energy: -3899.12912 Eh
frontier orbital gap: 8.772 eV
HOMO energy: -9.900 eV
energy relative to the best compared isomer or geometry (same formula, charge and spin): 2.1853 eV

***

(3)
# CH3BrClN

A cluster of 2 separate species, CH3BrClN in total (wB97M-V/def2-TZVPD, the OMol25 dataset).

Structure (XYZ):
```
7
Properties=species:S:1:pos:R:3:nbo_charge:R:1
C -0.540 0.007 0.022 0.1595
N 0.433 -0.592 -0.665 -0.7314
Cl -1.134 1.466 -0.621 0.1008
Br 0.623 1.230 2.167 -0.6025
H -1.240 -0.583 0.589 0.2371
H 1.136 -0.010 -1.100 0.4203
H 0.722 -1.518 -0.393 0.4163
```

Properties
net charge: 0
energy: -3128.83104 Eh
frontier orbital gap: 7.799 eV
HOMO energy: -8.665 eV
energy relative to the best compared isomer or geometry (same formula, charge and spin): 0.8764 eV

***

(4)
# CH3BrClN

A cluster of 2 separate species, CH3BrClN in total (wB97M-V/def2-TZVPD, the OMol25 dataset).

Structure (XYZ):
```
7
Properties=species:S:1:pos:R:3:nbo_charge:R:1
H -1.126 0.338 0.740 0.3428
N -1.805 -0.357 0.537 -0.5824
C -1.289 -1.241 -0.169 0.0687
Cl 0.363 -1.126 -0.553 -0.0323
H -1.832 -2.114 -0.560 0.1990
Br 3.698 -0.504 0.177 -0.1950
H 2.742 -0.775 1.167 0.1993
```

Properties
net charge: 0
energy: -3128.83943 Eh
frontier orbital gap: 11.518 eV
structure (SMILES): [H]/N=C\Cl.Br
HOMO energy: -10.797 eV
energy relative to the best compared isomer or geometry (same formula, charge and spin): 0.6479 eV

***

(5)
# CH3BrClPS

A cluster of 2 separate species, CH3BrClPS in total (wB97M-V/def2-TZVPD, the OMol25 dataset).

Structure (XYZ):
```
8
Properties=species:S:1:pos:R:3:nbo_charge:R:1
C -1.013 0.152 -0.188 -0.9165
P 0.721 0.123 0.526 1.0040
S 1.020 0.424 2.357 -0.2251
Cl 1.339 -2.709 -0.785 -0.5504
Br 1.868 1.506 -0.908 -0.1201
H -1.783 0.283 0.589 0.2653
H -0.976 0.972 -0.905 0.2632
H -1.177 -0.751 -0.686 0.2797
```

Properties
net charge: 0
energy: -3813.61710 Eh
frontier orbital gap (spin up / spin down): 6.309 / 6.255 eV
HOMO energy (spin up / spin down): -9.598 / -9.554 eV
energy relative to the best compared isomer or geometry (same formula, charge and spin): 2.1951 eV

***

(6)
# CH3BrF2Si

An isolated molecule of CH3BrF2Si (wB97M-V/def2-TZVPD, the OMol25 dataset).

Structure (XYZ):
```
8
Properties=species:S:1:pos:R:3:nbo_charge:R:1
F 2.013 0.159 -0.662 -0.3509
C 0.769 0.650 -0.386 0.2571
F 0.955 1.530 0.621 -0.3433
Si -0.427 -0.721 0.335 0.8715
Br -2.592 -0.091 -0.013 -0.3617
H 0.417 1.120 -1.198 0.1458
H -0.528 -1.995 -0.536 -0.1141
H -0.606 -0.651 1.838 -0.1043
```

Properties
net charge: 0
energy: -3103.13850 Eh
frontier orbital gap: 10.756 eV
structure (SMILES): FC(F)[SiH2]Br
HOMO energy: -10.498 eV
energy relative to the best compared isomer or geometry (same formula, charge and spin): 0.0160 eV

***

(7)
# CH3BrFOP

A cluster of 2 separate species, CH3BrFOP in total (wB97M-V/def2-TZVPD, the OMol25 dataset).

Structure (XYZ):
```
8
Properties=species:S:1:pos:R:3:nbo_charge:R:1
C 0.806 1.051 -1.290 -0.9897
O 1.690 1.376 1.234 -1.0055
F -1.280 -1.552 1.073 -0.5594
P 1.924 0.988 -0.106 1.6768
Br 2.945 -0.950 -0.416 -0.2024
H -2.201 -1.809 1.052 0.5599
H 1.077 0.703 -2.296 0.2593
H 0.006 1.828 -1.062 0.2610
```

Properties
net charge: 0
energy: -3130.34461 Eh
frontier orbital gap (spin up / spin down): 8.395 / 8.395 eV
HOMO energy (spin up / spin down): -9.534 / -9.534 eV
energy relative to the best compared isomer or geometry (same formula, charge and spin): 3.4081 eV

***

(8)
# CH3BrFOP

An isolated molecule of CH3BrFOP (wB97M-V/def2-TZVPD, the OMol25 dataset).

Structure (XYZ):
```
8
Properties=species:S:1:pos:R:3:nbo_charge:R:1
C 0.125 -1.199 0.263 -0.2777
O 0.044 -0.111 -0.631 -0.8372
P -0.789 1.253 -0.647 1.5807
F -0.160 1.970 -1.953 -0.5711
Br 0.448 2.851 1.270 -0.5200
H 0.666 -0.967 1.227 0.2177
H 0.506 -2.202 -0.178 0.2177
H -0.840 -1.595 0.649 0.1900
```

Properties
net charge: 0
energy: -3130.39334 Eh
frontier orbital gap: 8.624 eV
structure (SMILES): COP(F)Br
HOMO energy: -9.619 eV
energy relative to the best compared isomer or geometry (same formula, charge and spin): 2.0822 eV